Record 1
The following is a quantum chemistry calculation of a molecular structure, C20H16F3NO3PTi in a non-equilibrium geometry, from the Open Molecules 2025 dataset.

Structure (XYZ):
```
45
Properties=species:S:1:pos:R:3:nbo_charge:R:1
Ti 1.82 1.24 0.06 1.46
N 1.77 1.16 2.07 -0.82
C 0.79 -0.12 2.37 0.08
C 0.47 -0.31 3.73 -0.22
C -0.38 -1.33 4.13 -0.18
C -0.93 -2.19 3.19 -0.19
C -0.64 -2.04 1.84 -0.14
C 0.23 -1.01 1.37 -0.26
P 0.68 -0.74 -0.65 0.92
C -0.20 -2.27 -1.02 -0.37
C -1.43 -2.22 -1.69 -0.20
C -2.04 -3.40 -2.13 -0.19
C -1.42 -4.64 -1.91 -0.17
C -0.20 -4.69 -1.24 -0.21
C 0.42 -3.51 -0.80 -0.13
C -0.44 0.60 -0.90 -0.51
C -1.20 1.33 0.03 -0.12
C -2.03 2.38 -0.39 -0.18
C -2.09 2.71 -1.75 -0.13
C -1.33 2.00 -2.68 -0.18
C -0.51 0.95 -2.26 -0.17
H 2.63 0.76 2.32 0.42
H 1.59 1.82 2.60 0.39
H 0.88 0.36 4.47 0.23
H -0.62 -1.45 5.18 0.24
H -1.60 -2.98 3.52 0.24
H -1.12 -2.74 1.18 0.24
H -1.94 -1.29 -1.88 0.23
H -2.99 -3.36 -2.65 0.24
H -1.89 -5.55 -2.25 0.24
H 0.28 -5.65 -1.07 0.24
H 1.37 -3.57 -0.29 0.22
H -1.19 1.10 1.09 0.22
H -2.61 2.93 0.33 0.24
H -2.73 3.52 -2.07 0.24
H -1.38 2.26 -3.73 0.24
H 0.07 0.41 -2.99 0.23
O 3.38 1.24 -0.49 -0.56
F 3.63 4.44 -1.70 -0.30
C 2.97 4.09 -0.56 0.88
F 3.53 2.94 -0.11 -0.30
F 3.23 5.05 0.37 -0.31
C 1.43 3.96 -0.82 0.69
O 0.84 5.00 -1.25 -0.54
O 0.90 2.82 -0.59 -0.73
```

Net charge: +1
M, g/mol: 454.19
HOMO, Eh: -0.461
Gap between HOMO and LUMO, eV: 8.33

***

Record 2
The following is a quantum chemistry calculation of a molecular structure, C20H16FN11O2ReS, from the Open Molecules 2025 dataset.

Structure (XYZ):
```
52
Properties=species:S:1:pos:R:3:lowdin_spin:R:1
Re -0.05 0.19 -1.43 0.84
N -2.37 1.25 -3.65 0.00
C -1.07 1.20 -4.09 0.01
N -0.67 1.47 -5.30 0.01
N 0.68 1.28 -5.26 0.01
N 1.08 0.95 -4.10 0.01
N -0.03 0.87 -3.30 0.01
C -2.71 1.29 -2.32 0.01
N -3.88 1.64 -1.85 0.01
N -3.75 1.52 -0.50 0.01
N -2.58 1.13 -0.17 0.01
N -1.86 0.97 -1.32 0.01
H -3.04 1.65 -4.29 0.00
C 0.51 0.97 5.40 0.00
C 0.77 0.21 4.14 0.00
C 2.03 0.18 3.56 0.00
C 2.27 -0.50 2.38 0.00
C 1.22 -1.17 1.77 0.00
C -0.06 -1.17 2.33 0.00
C -0.27 -0.47 3.50 0.00
S 1.53 -2.08 0.29 0.00
O 1.38 -3.48 0.53 0.00
O 2.73 -1.56 -0.30 0.00
N 0.27 -1.61 -0.68 0.02
C -0.66 -2.45 -1.31 0.01
C -1.05 -3.75 -1.06 0.00
C -2.06 -4.26 -1.86 0.01
C -2.65 -3.49 -2.85 0.00
C -2.20 -2.19 -3.02 0.01
N -1.22 -1.70 -2.27 0.00
H 1.42 1.44 5.78 0.00
H 0.12 0.32 6.18 0.00
H -0.23 1.76 5.24 0.00
H 2.85 0.72 4.03 0.00
H 3.25 -0.51 1.91 0.00
H -0.87 -1.68 1.84 0.00
H -1.27 -0.45 3.93 0.00
H -0.57 -4.33 -0.29 0.00
H -2.39 -5.28 -1.70 0.00
H -3.44 -3.88 -3.47 0.00
H -2.62 -1.53 -3.77 0.00
F 3.39 3.65 2.21 0.00
C 2.60 2.97 1.36 0.00
C 1.25 2.89 1.65 0.00
C 0.44 2.18 0.78 0.00
C 0.98 1.55 -0.36 0.02
C 2.35 1.69 -0.62 0.01
C 3.17 2.39 0.24 0.00
H 0.86 3.37 2.53 0.00
H -0.62 2.10 0.98 0.00
H 2.79 1.25 -1.51 0.00
H 4.23 2.51 0.06 0.00
```

M, g/mol: 679.70
HOMO (alpha / beta), Eh: -0.334 / -0.329
Gap between HOMO and LUMO (alpha / beta), eV: 7.23 / 7.19
Spin multiplicity: 2
⟨S²⟩: 0.756

***

Record 3
The following is a quantum chemistry calculation of a single C20H16FN3O3S molecule in a non-equilibrium geometry, from the Open Molecules 2025 dataset.

Structure (XYZ):
```
44
Properties=species:S:1:pos:R:3:nbo_charge:R:1
C -3.69 -0.49 2.32 -0.67
C -3.47 -0.27 0.87 0.37
O -4.53 -0.20 0.04 -0.39
C -4.07 0.01 -1.20 0.09
C -2.71 0.05 -1.21 -0.30
C -2.31 -0.14 0.14 -0.24
C -0.98 -0.13 0.70 0.39
N -0.68 0.32 1.89 -0.31
N 0.64 0.24 2.07 -0.31
C 1.15 -0.27 0.98 0.16
S 2.84 -0.52 0.65 0.28
C 3.47 1.05 1.36 -0.61
C 3.35 2.06 0.25 0.57
O 4.30 2.43 -0.39 -0.52
C 1.95 2.44 -0.11 -0.19
C 1.58 2.37 -1.45 -0.16
C 0.28 2.63 -1.83 -0.33
C -0.64 2.98 -0.85 0.48
F -1.92 3.22 -1.22 -0.33
C -0.29 3.09 0.48 -0.31
C 1.01 2.81 0.85 -0.14
N 0.17 -0.53 0.06 -0.38
C 0.35 -1.23 -1.19 -0.26
C 0.89 -2.60 -0.95 0.25
C 2.11 -3.16 -1.20 -0.28
C 2.04 -4.49 -0.72 -0.32
C 0.79 -4.64 -0.22 0.10
O 0.08 -3.50 -0.35 -0.40
H -4.37 0.27 2.70 0.23
H -2.74 -0.41 2.83 0.26
H -4.14 -1.47 2.50 0.23
H -4.79 0.11 -1.99 0.21
H -2.09 0.25 -2.06 0.23
H 4.52 0.88 1.62 0.25
H 2.87 1.26 2.24 0.26
H 2.32 2.10 -2.18 0.23
H -0.03 2.56 -2.86 0.23
H -1.03 3.38 1.21 0.24
H 1.29 2.90 1.89 0.23
H -0.62 -1.30 -1.68 0.24
H 1.05 -0.67 -1.81 0.24
H 2.95 -2.68 -1.66 0.24
H 2.81 -5.23 -0.76 0.23
H 0.29 -5.47 0.25 0.21
```

M, g/mol: 397.43
HOMO, Eh: -0.302
Gap between HOMO and LUMO, eV: 8.70
Structure (SMILES): Cc1occc1-c1nnc(SCC(=O)c2ccc(F)cc2)n1Cc1ccco1